Formula: C2H5O2S
Source: the Open Molecules 2025 dataset
Level of theory: ωB97M-V/def2-TZVPD

Total charge: -1
Orbital gap, eV: 7.0
HOMO, eV: -2.78
F_max, eV/Å: 3.5
M, g mol⁻¹: 93.13

Geometry as XYZ:
```
10
Properties=species:S:1:pos:R:3:lowdin_charge:R:1
C -1.07530 -0.72179 0.25480 -0.205
C -0.27992 0.37529 -0.50163 -0.325
O 2.40098 1.43367 -0.50834 -0.649
O 1.77475 -0.31297 1.28744 -0.636
S 1.87776 0.04349 -0.18422 0.647
H -1.34163 -1.52952 -0.47277 0.055
H -0.45938 -0.98578 1.07405 0.003
H -2.07038 -0.25085 0.64355 0.071
H -0.31315 1.36181 -0.06785 0.022
H -0.51372 0.58664 -1.52503 0.016
```